Run P
Entry from the Open Molecules 2025 dataset: a 2-piece molecular cluster, C6H18N3 overall (ωB97M-V with the def2-TZVPD basis set).

As for the total charge: +1. As for the orbital gap: 8.68 eV. As for the HOMO energy: -11.912 eV. The value obtained for the LUMO energy is -0.1189 Eh.

Geometry (Å):
1 C 1.031 1.637 -0.912
2 C 2.453 0.334 0.684
3 C 0.711 -1.328 -1.191
4 C -0.081 -1.371 1.065
5 C 1.015 0.641 0.252
6 C -2.579 0.494 -0.318
7 N -3.349 -0.562 -0.355
8 N -2.483 1.297 0.708
9 N 0.203 -0.533 -0.085
10 H 0.095 1.622 -1.466
11 H 1.198 2.644 -0.538
12 H 1.838 1.408 -1.604
13 H 2.965 1.264 0.911
14 H 2.995 -0.169 -0.113
15 H 2.474 -0.289 1.573
16 H 0.980 -0.680 -2.019
17 H 1.583 -1.931 -0.916
18 H -0.076 -2.007 -1.522
19 H -0.775 -2.157 0.770
20 H 0.809 -1.853 1.480
21 H -0.541 -0.770 1.849
22 H 0.498 1.107 1.104
23 H -1.966 0.709 -1.186
24 H -3.387 -1.154 -1.171
25 H -3.912 -0.834 0.438
26 H -3.006 1.139 1.560
27 H -1.848 2.082 0.689

Run Q
Entry from the Open Molecules 2025 dataset: a 2-piece molecular cluster, C6H18N3 overall (ωB97M-V with the def2-TZVPD basis set).

As for the total charge: +1. As for the orbital gap: 10.58 eV. As for the HOMO energy: -13.918 eV. The value obtained for the LUMO energy is -0.1227 Eh.

Geometry (Å):
1 C 0.324 -1.539 0.430
2 C 1.339 -0.682 -1.643
3 C 2.391 -0.197 0.635
4 C 0.897 2.242 -0.447
5 C 1.092 -0.274 -0.150
6 C 0.268 0.966 -0.006
7 N -3.180 -0.955 0.397
8 N -0.979 0.858 0.319
9 N -1.851 1.876 0.294
10 H 0.962 -2.438 0.525
11 H -0.536 -1.844 -0.253
12 H -0.145 -1.495 1.444
13 H 1.898 0.082 -2.210
14 H 0.379 -0.925 -2.227
15 H 1.845 -1.733 -1.639
16 H 3.290 0.387 0.196
17 H 2.168 0.074 1.625
18 H 2.788 -1.301 0.544
19 H 0.361 3.000 0.171
20 H 0.789 2.251 -1.530
21 H 2.036 2.292 0.001
22 H -3.707 -0.879 1.246
23 H -2.945 -1.918 0.316
24 H -1.593 0.020 0.245
25 H -3.735 -0.775 -0.367
26 H -2.696 1.490 0.681
27 H -1.634 2.699 0.917

Run R
Entry from the Open Molecules 2025 dataset: a 2-piece molecular cluster, C6H18N3 overall (ωB97M-V with the def2-TZVPD basis set).

As for the total charge: +1. As for the orbital gap: 7.91 eV. As for the HOMO energy: -11.013 eV. The value obtained for the LUMO energy is -0.1142 Eh.

Geometry (Å):
1 C 1.872 1.332 -1.088
2 C 1.137 -0.882 -1.776
3 C -3.021 -0.044 -0.485
4 C -2.492 -0.601 2.080
5 C -0.886 -0.468 0.113
6 C 1.926 -0.156 -0.962
7 N 3.605 0.176 0.738
8 N 2.932 -0.635 -0.200
9 N -2.175 -0.002 0.690
10 H 2.584 1.834 -1.829
11 H 0.932 1.752 -1.333
12 H 2.178 1.805 -0.150
13 H -0.545 0.274 -0.651
14 H 0.447 -0.383 -2.434
15 H 0.931 -1.918 -1.715
16 H -2.595 -0.927 -1.008
17 H -4.030 0.028 -0.461
18 H -2.816 0.773 -1.217
19 H -2.187 -1.567 2.158
20 H -1.996 -0.174 2.875
21 H -3.565 -0.479 2.216
22 H 0.028 -0.396 0.821
23 H -0.897 -1.624 -0.254
24 H 3.129 0.020 1.676
25 H 3.975 1.134 0.460
26 H 3.441 -1.433 -0.544
27 H -1.914 0.900 0.865

Which of them is most stable, and which least? Most stable: run P; least stable: run R.